Entry from OMol25: a cluster of 9 separate species, C33H86N2O11 in total (wB97M-V/def2-TZVPD).

Structure (XYZ):
```
132
Properties=species:S:1:pos:R:3:mulliken_charge:R:1
C -4.834 -0.413 3.119 -0.753
O -3.996 -1.400 3.692 -0.209
C -3.738 -1.168 5.116 -0.587
C -2.831 -2.245 5.861 -0.889
N -3.344 -3.586 5.982 -0.315
C -3.769 -4.140 4.656 -0.421
C -4.085 -5.668 4.823 -0.690
O -5.016 -5.944 5.897 -0.318
C -4.853 -7.265 6.366 -0.776
H -4.962 -0.632 2.059 0.210
H -4.409 0.585 3.232 0.309
H -5.791 -0.376 3.639 0.314
H -4.701 -1.042 5.612 0.383
H -3.211 -0.214 5.109 0.465
H -2.683 -1.765 6.828 0.372
H -1.874 -2.341 5.349 0.360
H -4.128 -3.517 6.616 0.267
H -3.009 -4.049 3.881 0.319
H -4.616 -3.584 4.254 0.278
H -3.192 -6.269 4.995 0.402
H -4.526 -6.065 3.908 0.378
H -5.695 -7.443 7.036 0.261
H -3.901 -7.491 6.846 0.324
H -5.001 -7.990 5.566 0.312
C 4.918 -1.022 3.370 -0.811
O 5.608 -0.192 2.394 -0.278
C 6.631 -0.840 1.634 -0.673
C 7.485 0.360 1.004 -0.329
N 6.633 1.049 0.073 -0.329
C 7.138 2.306 -0.506 -1.014
C 7.559 3.422 0.505 -0.252
O 8.845 3.185 1.030 -0.339
C 9.131 3.928 2.231 -0.690
H 5.174 -2.081 3.332 0.361
H 3.852 -0.892 3.180 0.240
H 5.165 -0.700 4.381 0.252
H 6.129 -1.398 0.843 0.329
H 7.276 -1.485 2.231 0.470
H 8.356 -0.062 0.502 0.363
H 7.796 0.992 1.836 0.173
H 5.803 1.235 0.618 0.246
H 6.417 2.684 -1.232 0.401
H 7.986 2.074 -1.151 0.380
H 6.813 3.408 1.299 0.191
H 7.511 4.403 0.033 0.485
H 9.581 4.893 1.997 0.290
H 9.820 3.260 2.747 0.231
H 8.259 4.031 2.877 0.303
C 4.255 3.979 6.707 -1.249
C 3.640 4.852 5.630 0.560
C 3.000 4.069 4.505 -1.241
O 2.585 5.525 6.228 -0.555
H 4.740 4.652 7.414 0.374
H 4.846 3.182 6.255 0.304
H 3.430 3.453 7.188 0.333
H 4.361 5.597 5.293 0.244
H 2.380 3.333 5.017 0.301
H 3.759 3.516 3.951 0.298
H 2.384 4.659 3.827 0.324
H 2.928 6.020 6.976 0.308
C 1.046 0.448 -0.565 -1.155
C -0.353 0.062 -1.050 0.380
C -1.210 1.301 -1.103 -1.255
O -0.303 -0.553 -2.340 -0.526
H 1.741 -0.386 -0.480 0.297
H 1.016 1.053 0.342 0.343
H 1.355 1.154 -1.336 0.283
H -0.842 -0.698 -0.440 0.299
H -2.222 1.164 -1.485 0.340
H -0.744 2.080 -1.706 0.307
H -1.360 1.671 -0.089 0.363
H 0.096 0.063 -2.958 0.322
C -5.097 -4.125 -1.190 -1.501
C -6.563 -4.583 -0.984 0.713
C -7.458 -3.443 -0.565 -1.197
O -6.957 -5.111 -2.212 -0.547
H -5.106 -3.214 -1.790 0.395
H -4.433 -4.865 -1.636 0.449
H -4.631 -3.845 -0.245 0.292
H -6.597 -5.383 -0.244 0.172
H -7.519 -2.707 -1.366 0.305
H -7.152 -2.870 0.311 0.282
H -8.391 -3.827 -0.154 0.318
H -6.218 -5.078 -2.824 0.322
C 0.719 -6.248 -0.552 -1.187
C 1.073 -6.305 -2.058 0.451
C 1.054 -7.813 -2.517 -1.309
O 0.042 -5.758 -2.844 -0.523
H 0.609 -5.260 -0.106 0.333
H 1.558 -6.663 0.006 0.335
H -0.179 -6.721 -0.153 0.313
H 2.020 -5.813 -2.281 0.258
H 0.043 -8.185 -2.352 0.336
H 1.710 -8.512 -1.999 0.388
H 1.385 -7.852 -3.555 0.308
H 0.095 -4.828 -2.610 0.298
C 3.191 -0.284 -6.445 -1.286
C 3.437 1.104 -5.933 0.779
C 4.000 2.049 -7.044 -1.460
O 2.177 1.665 -5.521 -0.546
H 2.161 -0.478 -6.742 0.344
H 3.303 -1.004 -5.634 0.319
H 3.821 -0.625 -7.267 0.324
H 4.139 1.120 -5.099 0.143
H 5.018 1.887 -7.398 0.376
H 4.085 3.055 -6.633 0.406
H 3.341 2.195 -7.900 0.348
H 2.268 2.620 -5.496 0.253
C -0.975 7.532 -2.708 -1.268
C 0.495 7.210 -2.955 0.477
C 1.149 6.678 -1.654 -1.241
O 0.518 6.222 -3.959 -0.495
H -1.473 6.647 -2.312 0.327
H -1.389 7.926 -3.636 0.386
H -1.130 8.365 -2.023 0.338
H 1.097 8.083 -3.206 0.195
H 0.990 7.409 -0.860 0.376
H 2.230 6.538 -1.649 0.327
H 0.419 5.972 -1.259 0.279
H 0.014 6.544 -4.710 0.301
C -6.219 2.155 -5.172 -1.178
C -7.347 2.050 -6.187 0.608
C -8.368 0.913 -5.923 -1.360
O -7.999 3.344 -6.157 -0.552
H -6.530 1.796 -4.190 0.264
H -5.730 3.129 -5.170 0.336
H -5.431 1.476 -5.498 0.338
H -6.847 1.836 -7.131 0.144
H -9.140 0.841 -6.690 0.395
H -8.868 1.044 -4.964 0.365
H -7.780 -0.003 -5.875 0.336
H -8.879 3.269 -6.534 0.302
```

Output
- LUMO: 0.27 eV
- SMILES: COCCNCCOC.COCCNCCOC.CC(C)O.CC(C)O.CC(C)O.CC(C)O.CC(C)O.CC(C)O.CC(C)O
- HOMO energy: -0.31699 hartree
- Orbital gap: 8.900 eV

---

Entry from OMol25: a cluster of 2 separate species, C4H8F3OP in total (wB97M-V/def2-TZVPD).

Structure (XYZ):
```
17
Properties=species:S:1:pos:R:3:mulliken_charge:R:1
C -0.827 -0.646 -1.294 -0.891
C -0.053 -1.455 2.237 -0.913
C -0.385 0.654 -0.729 0.298
C 0.861 1.206 -1.389 0.685
O -1.397 1.565 -0.466 -0.546
F 1.945 0.450 -1.160 -0.251
F 0.773 1.366 -2.749 -0.253
F 1.217 2.341 -0.752 -0.265
P 0.491 0.291 1.904 0.175
H -1.906 -0.742 -1.444 0.317
H -0.337 -0.734 -2.231 0.338
H -0.497 -1.353 -0.540 0.038
H 0.599 -1.763 3.043 0.353
H 0.001 -2.169 1.382 0.302
H -1.098 -1.274 2.518 0.244
H -1.097 2.341 0.136 0.391
H 1.712 -0.079 1.534 -0.021
```

Output
- LUMO (spin up / spin down): -0.50 / -0.14 eV
- HOMO energy (spin up / spin down): -0.30385 / -0.29829 hartree
- Orbital gap (spin up / spin down): 7.773 / 7.978 eV

---

Entry from OMol25: a cluster of 6 separate species, C35H30FN6O12P in total (wB97M-V/def2-TZVPD).

Structure (XYZ):
```
85
Properties=species:S:1:pos:R:3:mulliken_charge:R:1
O 5.873 0.974 -0.206 -0.537
N 7.074 1.088 -0.097 1.011
O 7.876 0.213 -0.356 -0.628
C 7.598 2.379 0.373 0.091
C 6.708 3.383 0.696 -0.260
C 7.207 4.591 1.155 -0.494
C 8.577 4.777 1.280 -0.435
C 9.455 3.756 0.941 -0.425
C 8.966 2.545 0.484 -0.438
H 5.646 3.228 0.599 0.494
H 6.524 5.386 1.418 0.379
H 8.962 5.720 1.643 0.381
H 10.521 3.903 1.036 0.380
H 9.640 1.744 0.221 0.455
O -6.391 -4.370 -3.372 -0.620
N -5.198 -4.423 -3.162 1.037
O -4.510 -5.406 -3.344 -0.620
C -4.536 -3.210 -2.654 -0.225
C -5.301 -2.087 -2.407 -0.300
C -4.676 -0.955 -1.913 -0.431
C -3.308 -0.959 -1.679 -0.586
C -2.555 -2.097 -1.942 0.003
C -3.172 -3.235 -2.433 -0.700
H -6.363 -2.084 -2.588 0.725
H -5.260 -0.069 -1.707 0.348
H -2.825 -0.073 -1.289 0.446
H -1.491 -2.095 -1.762 0.509
H -2.597 -4.125 -2.639 0.473
O -1.706 -3.408 4.795 -0.628
N -1.662 -2.217 4.574 1.080
O -2.036 -1.358 5.348 -0.590
C -1.097 -1.778 3.289 -0.125
C -0.672 -2.731 2.384 -0.625
C -0.144 -2.310 1.175 -0.263
C -0.042 -0.953 0.893 0.000
C -0.472 -0.013 1.818 -0.850
C -1.007 -0.424 3.026 0.032
H -0.749 -3.782 2.614 0.490
H 0.190 -3.040 0.451 0.480
H 0.368 -0.632 -0.050 0.061
H -0.387 1.042 1.599 0.523
H -1.342 0.301 3.752 0.413
O 4.280 0.572 3.893 -0.626
N 3.138 0.221 4.104 0.995
O 2.210 0.385 3.342 -0.543
C 2.849 -0.456 5.378 -0.276
C 3.869 -0.640 6.290 -0.415
C 3.580 -1.262 7.493 -0.448
C 2.287 -1.691 7.763 -0.484
C 1.277 -1.503 6.828 -0.393
C 1.558 -0.880 5.624 0.195
H 4.871 -0.304 6.072 0.469
H 4.364 -1.411 8.221 0.376
H 2.064 -2.172 8.705 0.394
H 0.270 -1.838 7.036 0.414
H 0.780 -0.726 4.893 0.322
O -8.347 1.111 -0.993 -0.607
N -8.224 0.500 -2.031 1.024
O -7.897 -0.668 -2.112 -0.602
C -8.478 1.220 -3.288 0.159
C -8.816 2.558 -3.236 -0.429
C -9.035 3.235 -4.423 -0.408
C -8.917 2.570 -5.636 -0.434
C -8.584 1.223 -5.666 -0.470
C -8.361 0.537 -4.483 -0.316
H -8.906 3.066 -2.289 0.460
H -9.295 4.284 -4.402 0.370
H -9.084 3.104 -6.562 0.379
H -8.495 0.705 -6.610 0.378
H -8.100 -0.510 -4.497 0.472
C 4.944 1.816 -2.980 -0.164
C 4.649 0.662 -3.056 -0.287
C 4.354 -0.730 -3.153 -0.934
P 3.280 -1.369 -1.764 -0.068
C 1.557 -1.116 -2.421 0.448
O 0.696 -1.834 -2.020 -0.354
N 1.210 -0.060 -3.353 -0.235
C 0.537 0.998 -2.772 0.492
O -0.067 1.842 -3.321 -0.493
F 0.570 0.932 -1.442 -0.185
H 5.296 2.773 -3.228 0.485
H 3.826 -0.906 -4.079 0.494
H 5.252 -1.318 -3.109 0.437
H 3.344 -0.365 -0.786 0.087
H 2.005 0.251 -3.895 0.292
```

Output
- LUMO: -0.57 eV
- SMILES: O=[N+]([O-])c1ccccc1.O=[N+]([O-])c1ccccc1.O=[N+]([O-])c1ccccc1.O=[N+]([O-])c1ccccc1.O=[N+]([O-])c1ccccc1.C#CCPC(=O)NC(=O)F
- HOMO energy: -0.35250 hartree
- Orbital gap: 9.018 eV

---

Entry from OMol25: a cluster of 6 separate species, C19H49NO6 in total (wB97M-V/def2-TZVPD).

Structure (XYZ):
```
75
Properties=species:S:1:pos:R:3:mulliken_charge:R:1
C 2.102 3.241 -3.648 -2.153
C 1.194 2.545 -2.597 1.518
C -0.183 3.071 -2.799 -1.670
C 1.359 0.970 -2.871 -1.562
C 0.861 0.075 -1.804 1.262
C 1.655 0.426 -0.565 -0.020
C 1.491 1.847 -0.020 3.084
C 0.178 1.997 0.755 -0.043
C 2.660 2.152 0.949 -2.292
N 1.651 2.798 -1.168 0.314
O 1.540 4.133 -0.773 -0.501
H 1.934 4.318 -3.653 0.455
H 3.119 2.943 -3.391 0.478
H 1.939 2.959 -4.688 0.335
H -0.222 4.151 -2.941 0.480
H -0.641 2.642 -3.690 0.348
H -0.766 2.921 -1.891 -0.100
H 0.886 0.704 -3.817 0.529
H 2.433 0.797 -2.937 0.421
H -0.218 0.211 -1.731 0.085
H 1.024 -0.978 -2.032 -0.907
H 2.679 0.053 -0.599 0.338
H 1.343 -0.282 0.203 -1.344
H 0.055 3.047 1.022 1.226
H 0.186 1.495 1.723 -0.698
H -0.631 1.644 0.115 -1.747
H 2.718 1.489 1.812 0.297
H 2.635 3.186 1.294 0.447
H 3.615 2.176 0.424 0.516
H 2.377 4.457 -1.112 0.386
C -0.278 -1.412 0.255 1.373
C 0.742 -1.534 1.423 -1.069
O -0.062 -1.796 2.599 -0.653
H -1.128 -2.095 0.288 0.771
H 0.139 -1.698 -0.711 -2.001
H -0.776 -0.455 0.098 -0.714
H 1.265 -0.607 1.660 0.598
H 1.442 -2.356 1.278 0.418
H -0.653 -2.532 2.420 0.326
C 1.555 -3.218 -1.861 -1.003
C 0.070 -3.418 -1.907 -0.150
O -0.300 -4.137 -0.741 -0.518
H 1.947 -2.609 -2.675 0.367
H 2.003 -4.212 -1.838 0.431
H 1.870 -2.643 -0.990 0.206
H -0.203 -3.866 -2.862 0.523
H -0.280 -2.392 -2.027 0.474
H -1.090 -4.620 -0.997 0.309
C -1.070 -4.209 3.380 -1.299
C -2.073 -4.214 2.146 -0.248
O -1.730 -3.362 1.156 -0.576
H -1.427 -4.812 4.214 0.421
H -1.001 -3.235 3.865 0.362
H -0.057 -4.468 3.073 0.261
H -3.101 -4.029 2.457 0.311
H -2.092 -5.230 1.751 0.389
H -2.024 -3.823 0.367 0.275
C -0.742 0.638 4.725 -1.681
C -0.246 0.815 3.372 0.227
O -1.002 1.826 2.763 -0.844
H -1.110 1.533 5.226 0.424
H 0.079 0.272 5.342 0.323
H -1.713 0.143 4.695 0.371
H -0.170 -0.125 2.825 0.270
H 0.720 1.318 3.334 0.248
H -0.876 1.972 1.823 0.449
C -2.588 0.782 -0.317 0.186
C -2.693 1.904 -1.431 -0.425
O -4.066 2.160 -1.642 -0.565
H -2.971 1.185 0.621 0.435
H -1.548 0.489 -0.174 -0.033
H -3.128 -0.096 -0.671 0.378
H -2.230 1.364 -2.256 0.311
H -2.245 2.876 -1.223 0.505
H -4.127 2.740 -2.405 0.357
```

Output
- LUMO: 0.10 eV
- SMILES: CC1(C)CCCC(C)(C)N1O.CCO.CCO.CCO.CCO.CCO
- HOMO energy: -0.29008 hartree
- Orbital gap: 7.991 eV

---

Entry from OMol25: the molecule C5H10O2 (wB97M-V/def2-TZVPD).

Structure (XYZ):
```
17
Properties=species:S:1:pos:R:3:mulliken_charge:R:1
C -2.381 -0.527 -0.320 -1.208
C -1.144 0.327 -0.550 -0.587
C 0.029 -0.155 0.302 0.250
O 0.320 -1.470 -0.097 -0.576
C 1.222 0.800 0.107 -0.658
C 2.619 0.324 0.352 0.048
O 2.933 -0.828 0.522 -0.506
H -3.200 -0.185 -0.958 0.356
H -2.180 -1.579 -0.547 0.295
H -2.708 -0.459 0.724 0.312
H -0.837 0.264 -1.605 0.366
H -1.338 1.384 -0.315 0.303
H -0.290 -0.138 1.370 0.256
H 1.077 -1.743 0.492 0.349
H 1.152 1.571 0.980 0.301
H 1.319 1.299 -0.882 0.346
H 3.407 1.114 0.424 0.355
```

Output
- LUMO: 0.88 eV
- SMILES: CC[C@@H](O)CC=O
- HOMO energy: -0.36267 hartree
- Orbital gap: 10.747 eV

---

Listing max |F| for the structures above in their given order: 3.09 2.64 1.55 5.38 2.39 eV Å⁻¹.